ORCA calculation (the ωB97M-V functional and the def2-TZVPD basis) on a gas-phase ion, C7H10NO2 (charge +1) in a non-equilibrium geometry.

As for the net charge: +1. The calculation puts the gap between HOMO and LUMO (spin up / spin down) at 0.247 / 0.271 hartree. The spin multiplicity is 1. The LUMO energy (spin up / spin down) is -5.77 / -5.40 eV. The calculation puts the energy above the lowest of the compared OMol25 structures with the same formula, charge and spin at 111.7 kcal/mol. For the total energy, the calculation gives -477.5194 Ha. Its SMILES is C=CC1=[N+](OC)C(O)=CC1. Its molar mass is 140.16 g mol⁻¹.

Atoms and positions in Å:
C1 3.1648 0.4815 0.4231
C2 1.9193 0.8592 0.2262
C3 0.9097 -0.1553 -0.1534
N1 -0.6233 0.2554 -0.2348
O1 -0.9228 1.5721 -0.4643
C4 -2.0340 2.1314 0.1632
C5 -1.3691 -0.8694 -0.0968
O2 -2.7337 -0.8991 -0.1397
C6 -0.5302 -1.9976 -0.1112
C7 0.8769 -1.5896 -0.2778
H1 4.0584 0.9803 0.4979
H2 3.3642 -0.5881 0.1208
H3 1.5662 1.8477 0.3544
H4 -1.8702 1.9757 1.2128
H5 -2.9599 1.5907 -0.2978
H6 -1.8514 3.2262 -0.1475
H7 -2.9662 -1.8321 0.0530
H8 -0.8507 -3.0216 -0.2314
H9 1.5861 -2.0143 0.4438
H10 1.2658 -1.9533 -1.3404

=====

ORCA calculation (the ωB97M-V functional and the def2-TZVPD basis) on 8 unconnected molecules or ions with the total composition C3H25N2O7S2 in a non-equilibrium geometry.

As for the net charge: +1. The calculation puts the gap between HOMO and LUMO at 0.340 hartree. The spin multiplicity is 1. The LUMO energy is -2.89 eV. The calculation puts the energy above the lowest of the compared OMol25 structures with the same formula, charge and spin at 36.7 kcal/mol. For the total energy, the calculation gives -1561.5718 Ha. Its molar mass is 265.37 g mol⁻¹.

Atoms and positions in Å:
S1 1.1542 -3.1001 -1.2175
S2 -0.6527 -1.9071 -1.1741
C1 -1.0580 -1.7668 0.5629
C2 -1.7782 -0.4261 0.7502
C3 -1.2944 0.8223 0.0082
N1 -2.2388 1.8969 0.1338
N2 -1.5633 -0.0596 2.2955
H1 2.2069 -2.3130 -0.9991
H2 -0.1097 -1.7418 1.0598
H3 -1.7467 -2.5241 0.9603
H4 -2.9567 -0.3995 0.5249
H5 -1.0429 0.6172 -1.0675
H6 -0.2034 1.2542 0.3270
H7 -2.7522 2.1905 -0.6600
H8 -1.7515 2.6671 0.4865
H9 -1.5362 0.9856 2.4500
H10 -0.6424 -0.4162 2.6866
H11 -2.2829 -0.4368 2.8205
H12 -0.6862 3.1885 3.3605
H13 -0.1082 2.0812 4.3357
O1 -0.5361 2.2117 3.3966
H14 1.6083 -0.3838 1.8383
H15 1.3633 -0.6412 3.3449
O2 1.0729 -0.0853 2.6109
H16 1.2861 3.3350 -1.9571
H17 0.7976 1.9698 -1.1620
O3 1.4156 2.4382 -1.7485
H18 2.7931 -0.3903 -0.3809
H19 3.0122 0.9576 0.6489
O4 2.4841 0.2394 0.3242
H20 0.7107 4.6517 1.1332
H21 0.6271 3.2764 1.7206
O5 0.2160 3.7682 1.0374
H22 3.6631 0.4360 -1.8550
H23 2.7767 -0.1757 -2.8652
O6 3.3484 -0.4076 -2.1718
H24 -2.5540 -1.4473 -2.5692
H25 -1.9041 -0.5733 -3.7102
O7 -2.6504 -0.7508 -3.0913

=====

ORCA calculation (the ωB97M-V functional and the def2-TZVPD basis) on a gas-phase ion, C5H10N (charge +1) in a non-equilibrium geometry.

As for the net charge: +1. The calculation puts the gap between HOMO and LUMO at 0.431 hartree. The spin multiplicity is 1. The LUMO energy is -3.21 eV. The calculation puts the energy above the lowest of the compared OMol25 structures with the same formula, charge and spin at 27.0 kcal/mol. For the total energy, the calculation gives -250.9623 Ha. Its SMILES is C[N@@H+]1C=CCC1. Its molar mass is 84.14 g mol⁻¹.

Atoms and positions in Å:
C1 -1.4477 0.3035 -0.5547
N1 -0.5463 0.1066 0.6082
C2 0.2766 1.3154 0.3940
C3 1.4226 0.9679 -0.1788
C4 1.5198 -0.5675 -0.3977
C5 0.3768 -1.0044 0.4706
H1 -0.9054 0.0275 -1.4331
H2 -2.3860 -0.2772 -0.4697
H3 -1.6033 1.2934 -0.5798
H4 -1.0710 -0.0820 1.5005
H5 -0.0242 2.2884 0.5942
H6 1.9785 1.6876 -0.6447
H7 1.4770 -0.8948 -1.4073
H8 2.4569 -0.9300 -0.0013
H9 -0.1865 -1.8007 0.1244
H10 0.7405 -1.2201 1.4474